Computed, not measured: a gas-phase ion, C3H10PS3 (charge +1), with the ωB97M-V functional and the def2-TZVPD basis.

Each line ends with the Löwdin charge.
Atoms and positions in Å:
1 C -1.78142 0.63794 0.81304  -0.11
2 C -1.66302 -0.27409 -0.40758  -0.33
3 C -0.30196 -0.41244 -1.01588  -0.28
4 P 1.43313 0.09753 0.05819  -0.01
5 S 2.79080 0.05605 -1.56476  0.49
6 S 2.00565 -1.21940 1.57992  0.52
7 S 1.20596 2.07657 0.56640  0.55
8 H -2.73659 1.15507 0.88422  0.10
9 H -1.06024 1.35314 0.66126  -0.06
10 H -1.65005 -0.05750 1.62473  0.08
11 H -2.15112 -1.29392 -0.16521  0.14
12 H -2.32136 0.11067 -1.17726  0.11
13 H -0.19049 0.43562 -1.81469  0.11
14 H -0.08918 -1.46483 -1.43154  0.11
15 H 3.32433 -1.14587 -1.43969  -0.16
16 H 0.96659 -2.02112 1.35652  -0.15
17 H 2.21901 1.96660 1.47235  -0.11

Cartesian forces, eV/Å:
C -1.4803 -1.8573 -0.8168
C -2.1362 -1.7993 0.5639
C 1.9927 0.7232 -0.7251
P -1.8798 -1.5554 -2.2094
S -0.1724 1.0290 0.3787
S 0.1777 0.6675 -0.2278
S 0.9221 -0.2048 0.5646
H -0.0962 -0.3334 0.0196
H 1.4398 1.6777 0.6333
H 0.3689 0.6130 0.9729
H 1.0689 1.4045 -0.3368
H 0.0426 0.0919 -0.4844
H 0.2674 -1.7675 1.1979
H 0.0322 1.8430 0.4792
H -0.0134 -0.6745 0.3842
H -0.3380 -0.1548 -0.0683
H -0.1961 0.2972 -0.3257

Energy above the lowest of the compared OMol25 structures with the same formula, charge and spin in kJ/mol: 5.9
Charge: +1
HOMO-LUMO gap in Ha: 0.3602
Electronic energy in a.u.: -1655.94198
HOMO level in eV: -14.26


Computed, not measured: 2 unconnected molecules or ions with the total composition C6H9NO3PS, with the ωB97M-V functional and the def2-TZVPD basis.

Each line ends with the Löwdin charge.
Atoms and positions in Å:
1 C -1.51312 -2.17252 1.08424  -0.23
2 C -0.95053 -0.92781 0.72982  -0.16
3 C -1.44547 -3.07942 0.07846  -0.48
4 C -0.44563 -0.87056 -0.57268  -0.54
5 C 0.46700 2.05586 0.22162  -0.10
6 C 0.30576 0.12278 -1.25879  -0.31
7 N 0.12407 1.51010 -1.14031  -0.11
8 O 2.70812 -1.80794 -0.52306  -0.26
9 O 3.54447 0.67069 -0.36249  -0.37
10 O 2.21087 -0.49997 1.50739  -0.35
11 P 2.49723 -0.27807 0.08657  0.34
12 S -0.67250 -2.45496 -1.33690  0.96
13 H -1.91592 -2.38435 2.01982  0.07
14 H -1.05459 -0.29325 1.56708  0.08
15 H -1.81464 -4.14128 0.21759  0.07
16 H 0.14284 1.27863 0.90893  0.04
17 H 1.54888 2.26160 0.38303  0.08
18 H -0.11865 2.91539 0.25441  0.04
19 H 0.40324 -0.24749 -2.26141  0.08
20 H 0.76403 1.89948 -1.77967  0.08
21 H 2.05373 -2.24666 0.13985  0.07

Cartesian forces, eV/Å:
C 0.7557 -0.1127 -2.3976
C -0.6049 -1.0244 -0.5582
C -0.6723 -2.1661 0.4850
C -0.9255 -0.4654 2.1193
C 0.4703 -1.8639 -1.3698
C 2.4705 -1.1707 1.0964
N -0.4794 0.3512 1.2703
O -1.6814 -0.3391 1.6278
O -0.2365 0.1081 -0.5457
O -1.0338 0.1887 1.4428
P -0.1405 -0.5928 -2.2674
S -0.3053 0.5885 0.7977
H -0.6411 -0.3019 1.4478
H 0.6949 1.7439 -0.0024
H 0.6875 1.4020 -0.7106
H 0.0721 0.5292 0.3656
H -0.6006 -0.2359 -0.2818
H -0.8283 1.6839 0.8322
H 0.6413 0.4865 -0.7256
H 0.6843 0.7300 -0.8952
H 1.6730 0.4609 -1.7304

Energy above the lowest of the compared OMol25 structures with the same formula, charge and spin in kJ/mol: 195.7
Charge: -1
HOMO-LUMO gap in Ha: 0.2219
Electronic energy in a.u.: -1254.11246
HOMO level in eV: -2.95


Computed, not measured: a molecular structure, C5H19N2O4, with the ωB97M-V functional and the def2-TZVPD basis.

Each line ends with the Löwdin charge.
Atoms and positions in Å:
1 N 1.87489 2.02490 -0.09274  0.03
2 C 1.15191 0.85043 0.37029  -0.40
3 C 1.90002 -0.48124 0.02925  -0.16
4 C 2.33131 -0.58902 -1.45358  -0.38
5 O 1.27525 -0.52699 -2.34379  -0.23
6 C -0.26953 0.76274 -0.16218  -0.20
7 N -1.18936 0.33360 0.92445  -0.10
8 C -2.55778 0.56334 0.46360  -0.16
9 H 2.85441 1.83041 0.11518  0.06
10 H 1.82435 2.03807 -1.10938  0.07
11 H 1.13136 0.81606 1.45997  0.12
12 H 1.38270 -1.35836 0.39295  0.10
13 H 2.82843 -0.29118 0.55073  0.09
14 H 2.93652 -1.52133 -1.49895  0.09
15 H 3.05876 0.21268 -1.65884  0.08
16 H -0.67096 1.72296 -0.50944  0.12
17 H -0.36221 0.09767 -0.98567  0.07
18 H -1.11539 -0.64469 1.11737  0.07
19 H -2.67480 1.63225 0.51152  0.05
20 H -3.32676 0.16099 1.13043  0.08
21 H -2.81180 0.22757 -0.54817  0.08
22 H -0.08008 -2.83271 -1.44017  -0.02
23 H 0.43205 -1.27812 -1.96791  -0.03
24 O -0.48049 -1.96099 -1.52131  -0.27
25 H -0.69267 -3.79966 0.79372  0.02
26 H -1.19632 -2.66045 -0.02225  -0.05
27 O -1.47433 -3.24638 0.69256  -0.10
28 H -2.47949 2.25183 2.53811  0.01
29 H -1.12900 2.68463 2.10349  0.02
30 O -1.89975 3.01732 2.58250  -0.08

Cartesian forces, eV/Å:
N 0.1911 0.0015 0.0337
C -0.2369 -1.7721 -0.5441
C 0.6702 1.7974 -0.7167
C -0.5387 -0.3105 0.4182
O 0.3839 -0.2918 -0.1057
C -0.8372 0.6036 1.2654
N -0.7068 0.5826 -0.3903
C -0.2299 0.1861 0.4045
H -0.0291 0.3431 -0.0975
H -0.0433 -0.0086 0.0470
H -0.2821 0.6256 0.1450
H -0.1534 -0.1668 0.1065
H 0.6490 -0.7615 0.6153
H -0.1123 -0.0582 -0.2820
H -0.0203 0.0585 -0.0099
H 0.3646 0.2159 0.2044
H 0.1434 -0.3733 -0.5599
H 0.4941 -0.7134 -0.0881
H -0.4030 0.6273 -0.3894
H 0.2980 -0.2684 0.1583
H 0.3121 -0.1511 -0.0725
H 0.0448 -0.0611 -0.3922
H 0.2104 0.3846 -0.2307
O -0.1270 -0.5896 0.3509
H -0.1356 -0.0558 0.2016
H 0.0024 0.8375 -0.9692
O 0.0043 -0.6398 0.8211
H -0.0722 -0.0647 0.0853
H 0.0763 -0.0092 0.0349
O 0.0831 0.0322 -0.0439

Energy above the lowest of the compared OMol25 structures with the same formula, charge and spin in kJ/mol: 77.0
Charge: -1
HOMO-LUMO gap in Ha: 0.3048
Electronic energy in a.u.: -612.38769
HOMO level in eV: -4.70